(1)
The following is a DFT calculation (the ωB97M-V functional and the def2-TZVPD basis) of a molecular structure, C25H19AsMoN2O3PS4.

Results
orbital gap = 0.2500 hartree
HOMO level = -10.384 eV
charge = +1
energy above the lowest of the compared OMol25 structures with the same formula, charge and spin = 0.000 eV

Each line ends with the natural charge from an NBO analysis.
Geometry (Å):
Mo 0.3632 0.3262 -0.1255  0.2861
O 2.3455 0.3583 -0.8763  -0.4660
N 2.8564 1.4674 -1.2400  0.2121
N 2.0805 2.4445 -1.0952  0.1447
O 0.8802 2.2905 -0.5457  -0.5369
C 2.4656 3.7744 -1.4941  0.1634
C 3.6433 3.9543 -2.2024  -0.2351
C 3.9819 5.2386 -2.5917  -0.1826
C 3.1554 6.3106 -2.2763  -0.1970
C 1.9859 6.0998 -1.5628  -0.1948
C 1.6281 4.8204 -1.1611  -0.2357
H 4.2722 3.1127 -2.4483  0.2458
H 4.8968 5.3990 -3.1433  0.2275
H 3.4286 7.3103 -2.5842  0.2284
H 1.3464 6.9328 -1.3086  0.2281
H 0.7213 4.6367 -0.6054  0.2471
O 0.9272 -1.6471 0.3969  -0.4937
C 0.4369 -1.5475 -0.7366  0.4428
C 0.4217 -2.3230 -1.9541  -0.1981
C 0.7397 -3.6658 -2.1210  -0.1340
C 0.7060 -4.1798 -3.4055  -0.1873
C 0.3610 -3.3641 -4.4847  -0.1683
C 0.0459 -2.0235 -4.3068  -0.1367
C 0.0842 -1.4960 -3.0263  -0.2845
P -0.3750 0.1802 -2.4471  1.2478
C -2.1405 0.2089 -2.8866  -0.3780
C -3.0251 -0.5377 -2.1127  -0.1913
C -4.3574 -0.6369 -2.4718  -0.1892
C -4.8207 0.0139 -3.6073  -0.1805
C -3.9436 0.7501 -4.3890  -0.2183
C -2.6047 0.8420 -4.0358  -0.1436
C 0.4276 1.3634 -3.5564  -0.4219
C 1.5852 1.0325 -4.2582  -0.1361
C 2.2285 1.9877 -5.0323  -0.2233
C 1.7202 3.2758 -5.1119  -0.1792
C 0.5755 3.6151 -4.4036  -0.2053
C -0.0624 2.6684 -3.6202  -0.1921
H 1.0041 -4.2835 -1.2749  0.2376
H 0.9487 -5.2185 -3.5766  0.2360
H 0.3373 -3.7863 -5.4794  0.2331
H -0.2286 -1.4094 -5.1551  0.2282
H -2.6715 -1.0588 -1.2304  0.2132
H -5.0364 -1.2191 -1.8647  0.2247
H -5.8625 -0.0592 -3.8859  0.2274
H -4.2978 1.2540 -5.2770  0.2264
H -1.9329 1.4143 -4.6618  0.2184
H 1.9987 0.0347 -4.1942  0.2181
H 3.1253 1.7219 -5.5745  0.2280
H 2.2173 4.0170 -5.7219  0.2285
H 0.1848 4.6218 -4.4539  0.2298
H -0.9495 2.9453 -3.0624  0.2287
S 1.3384 0.8469 2.3019  -0.0689
As -0.4219 -0.1546 3.2634  0.7474
S -1.6790 1.5445 0.4581  -0.0673
S -1.6843 -0.2741 1.2884  -0.0354
S -0.0751 1.9994 3.3520  -0.1187

---

(2)
The following is a DFT calculation (the ωB97M-V functional and the def2-TZVPD basis) of a molecular structure, C12H24Cl2N2SY in a non-equilibrium geometry.

Results
orbital gap (spin up / spin down) = 0.1726 / 0.1729 hartree
HOMO level (spin up / spin down) = -2.045 / -2.052 eV
charge = -1
energy above the lowest of the compared OMol25 structures with the same formula, charge and spin = 2.578 eV

Each line ends with the Mulliken charge.
Geometry (Å):
Y -1.4160 -1.3646 -0.3100  0.2200
Cl -2.7289 0.2446 -1.7764  -0.5808
Cl -0.0022 -1.4941 1.9051  -0.6796
C -3.1584 -1.7755 0.8256  -0.6147
H -2.5409 -2.7147 1.1829  0.0744
H -3.5486 -2.2557 -0.1570  0.0700
C 0.3492 -2.9615 -1.3356  -0.1554
C -0.8790 -3.3403 -1.4543  -0.4060
H 0.8846 -2.6836 -0.3939  0.4061
C -1.8374 -2.9427 -2.5533  -0.2581
H -1.4844 -3.6046 -0.5078  0.3732
C -1.2330 -3.8031 -3.6592  -0.8052
H -2.8906 -3.1885 -2.3504  0.2251
H -1.8698 -1.8644 -2.8227  0.2434
C 0.2405 -3.3721 -3.8613  -0.6174
H -1.2646 -4.8430 -3.2894  0.3414
H -1.8304 -3.7647 -4.5738  0.3843
C 1.1268 -3.1212 -2.6035  -0.5206
H 0.7207 -4.1640 -4.4319  0.3163
H 0.2198 -2.4516 -4.4460  0.2770
H 1.7296 -4.0472 -2.4005  0.2484
H 1.7882 -2.2351 -2.7579  0.2705
C 1.4749 1.5677 4.3210  -1.1725
C 1.8741 2.0982 2.9557  -0.2100
N 0.9620 1.5713 1.9237  0.3432
C 0.9610 2.0857 0.6676  -0.0413
S 0.9136 1.1248 -0.7394  -0.2979
N 1.0010 3.4553 0.5880  -0.1426
C 0.0813 4.2627 1.4279  -0.3663
C 0.5461 5.7054 1.4746  -1.1980
H 0.4492 1.8602 4.5709  0.2777
H 2.1443 1.9867 5.0774  0.3941
H 1.5477 0.4755 4.3584  0.2985
H 1.8366 3.1928 2.9322  0.2366
H 2.9107 1.7971 2.7266  0.2634
H 0.8227 0.5418 1.9556  -0.1198
H 1.0219 3.7684 -0.3832  0.3064
H -0.9349 4.2153 1.0022  0.3390
H 0.0538 3.8190 2.4272  0.2789
H 0.4083 6.1975 0.5062  0.3379
H -0.0501 6.2443 2.2173  0.3561
H 1.6005 5.7781 1.7611  0.3042